[1]
Below is a cluster of 2 separate species, C3H12N3O in total, with properties calculated with wB97M-V/def2-TZVPD.

For the energy above the lowest of the compared OMol25 structures with the same formula, charge and spin, the calculation gives 1.7775 eV. Its LUMO energy is -2.99 eV. The gap between HOMO and LUMO is 10.84 eV. As for the net charge: +1.

Last column: Löwdin charge in e.
Geometry (Å):
1 N 0.1160 3.1705 0.1495  0.10
2 C -0.9682 2.5568 -0.3958  -0.32
3 N -1.0244 1.3481 -0.8250  0.04
4 H 0.6984 2.6450 0.8189  0.12
5 H -0.1079 4.1129 0.4345  0.10
6 H -1.8297 3.2454 -0.5525  0.14
7 H -1.9744 1.1768 -1.1748  0.08
8 C 0.2846 -1.6717 1.1248  -0.24
9 O -0.3801 -2.8652 1.5949  -0.08
10 C 0.5748 -1.9632 -0.3414  -0.14
11 N 0.8217 -0.6976 -1.0945  0.15
12 H 1.2316 -1.4662 1.6611  0.13
13 H -0.3697 -0.7922 1.2105  0.11
14 H -0.8045 -2.6976 2.4955  0.14
15 H 1.4814 -2.5607 -0.4875  0.14
16 H -0.3036 -2.4853 -0.7754  0.15
17 H 1.6187 -0.2194 -0.7727  0.13
18 H 0.0106 0.0097 -0.9650  0.08
19 H 0.9248 -0.8462 -2.1049  0.17



[2]
Below is a structure of composition C8H13NS2, with properties calculated with wB97M-V/def2-TZVPD.

For the energy above the lowest of the compared OMol25 structures with the same formula, charge and spin, the calculation gives 3.4967 eV. Its LUMO energy (spin up / spin down) is -0.38 / -0.52 eV. The gap between HOMO and LUMO (spin up / spin down) is 6.66 / 6.72 eV.

Last column: Löwdin charge in e.
Geometry (Å):
1 C -0.5160 -1.5052 -1.5493  -0.09
2 C -1.8181 -1.1439 -1.3290  -0.18
3 C 0.5849 -0.9894 -0.7485  -0.18
4 C -2.3938 0.0425 -0.7909  -0.44
5 C 0.7142 -0.5840 0.5325  -0.12
6 C 0.0870 -0.7543 3.0681  -0.11
7 C 2.1873 2.3105 -1.5164  -0.33
8 C -0.2739 -0.9059 1.6117  -0.28
9 N -0.2878 1.5963 -0.8570  -0.83
10 S -1.7879 1.5591 -0.3793  0.92
11 S 0.5916 2.9608 -0.7523  0.73
12 H -0.1880 -2.1810 -2.3705  0.11
13 H -2.6261 -1.8007 -1.7202  0.11
14 H 1.5054 -0.6040 -1.2390  0.08
15 H -3.3738 -0.0448 -0.4591  0.02
16 H 1.5591 0.1086 0.5991  0.10
17 H 1.1904 -0.8724 3.2313  0.08
18 H -0.4440 -1.6286 3.4382  0.07
19 H -0.2164 0.2339 3.4994  0.09
20 H 2.4261 2.9828 -2.2207  -0.05
21 H 1.8045 1.2617 -2.0455  0.09
22 H 3.0342 2.1203 -0.8513  0.03
23 H -1.1575 -0.2651 1.4555  0.07
24 H -0.6015 -1.8971 1.3932  0.10



[3]
Below is a structure of composition C52H30ClI4MnN4S3, with properties calculated with wB97M-V/def2-TZVPD.

Its expectation value of S² is 0.99. Its LUMO energy (spin up / spin down) is -4.84 / -5.16 eV. The gap between HOMO and LUMO (spin up / spin down) is 5.16 / 4.93 eV. Its spin multiplicity is 2. As for the net charge: +1.

Last column: Löwdin spin population.
Geometry (Å):
1 Mn -21.2889 12.7266 5.0807  0.88
2 I -13.6430 14.2351 -0.8604  0.00
3 C -15.3280 14.0112 0.3509  0.00
4 C -16.5417 14.5546 0.0736  0.00
5 C -17.6215 14.4012 0.9300  0.00
6 C -17.4865 13.5793 2.0085  0.00
7 C -16.2115 13.0821 2.3812  0.00
8 C -15.1448 13.3157 1.5642  0.00
9 C -18.6720 13.3763 2.8524  0.03
10 C -18.7731 14.0289 4.0267  -0.01
11 C -17.8584 15.0996 4.3360  -0.01
12 C -18.3431 15.8311 5.3477  -0.01
13 C -19.5937 15.0250 5.8065  0.00
14 C -20.4237 15.4066 6.8167  0.04
15 C -20.4555 16.7207 7.3345  0.01
16 C -20.0472 17.0250 8.5940  0.00
17 C -20.0822 18.3300 9.0645  0.00
18 C -20.4241 19.3512 8.1710  0.00
19 I -20.4092 21.3386 8.5944  0.00
20 C -20.9253 19.0510 6.8888  0.00
21 C -20.8400 17.7217 6.5040  0.00
22 C -21.3272 14.4830 7.3748  0.00
23 N -21.4539 13.1646 7.0556  0.04
24 C -22.0583 12.5251 8.0849  0.00
25 C -22.1297 11.1798 8.0991  0.02
26 C -22.4389 10.3773 9.3316  0.00
27 C -21.3415 9.6104 9.7899  0.00
28 C -21.5504 8.6718 10.7869  0.00
29 C -22.6988 8.6731 11.5318  0.00
30 I -22.7646 7.2771 13.0371  0.00
31 C -23.7221 9.5089 11.1841  0.00
32 C -23.6058 10.3668 10.1249  0.00
33 C -21.9251 10.3107 6.9373  0.00
34 C -22.2262 8.8372 6.9261  0.00
35 C -22.1810 8.4414 5.6195  0.00
36 C -21.7809 9.6080 4.8524  0.00
37 N -21.5279 10.6768 5.6671  0.00
38 C -21.7889 9.7509 3.4492  0.03
39 C -21.1627 10.8510 2.8723  0.00
40 C -20.7906 10.7933 1.4266  0.00
41 C -19.7797 11.6973 1.2660  0.00
42 C -19.6501 12.4149 2.5787  -0.01
43 N -20.5394 11.8809 3.4812  0.03
44 C -22.3592 8.7379 2.5103  0.00
45 C -23.4659 9.1351 1.7388  0.00
46 C -24.0228 8.3143 0.7515  0.00
47 C -23.5740 6.9864 0.6940  0.00
48 I -24.4745 5.8459 -0.6905  0.00
49 C -22.6310 6.5002 1.6439  0.00
50 C -21.9802 7.4095 2.5114  0.00
51 C -22.5372 13.4336 9.0175  0.00
52 C -22.0276 14.6290 8.6450  0.00
53 N -19.7121 13.9141 5.0247  0.01
54 H -16.5836 15.3733 -0.6662  0.00
55 H -18.4503 15.0512 0.8487  0.00
56 H -16.1387 12.5631 3.3096  0.00
57 H -14.0713 12.9114 1.8122  0.00
58 H -17.0664 15.2895 3.6779  0.00
59 H -18.0365 16.8932 5.6065  0.00
60 H -19.6149 16.3231 9.2839  0.00
61 H -19.7075 18.5701 10.0751  0.00
62 H -21.3152 19.8320 6.2159  0.00
63 H -21.2227 17.5137 5.5192  0.00
64 H -20.4472 9.6110 9.2481  0.00
65 H -20.6988 8.0558 11.0584  0.00
66 H -24.6783 9.6523 11.7096  0.00
67 H -24.5048 11.0003 9.8412  0.00
68 H -22.4898 8.1753 7.7272  0.00
69 H -22.3573 7.4866 5.1134  0.00
70 H -21.2067 10.1061 0.6660  0.00
71 H -19.3023 11.9305 0.3455  0.00
72 H -23.8230 10.2111 1.7827  0.00
73 H -24.9263 8.5984 0.1848  0.00
74 H -22.3174 5.4751 1.5649  0.00
75 H -21.2021 6.9292 3.0803  0.00
76 H -23.1820 13.1346 9.8451  0.00
77 H -22.2411 15.6224 9.0572  0.00
78 S -24.7888 13.5812 2.4073  0.00
79 C -23.7163 13.6513 3.5797  0.00
80 S -23.7372 12.6212 5.0075  -0.03
81 S -22.1665 14.5456 3.8934  -0.05
82 Cl -30.5892 11.8475 5.0868  0.00
83 C -28.8734 11.6316 5.0221  0.00
84 C -28.0700 11.8598 6.1455  0.00
85 C -26.6681 11.8483 5.9933  0.00
86 C -26.1180 11.3653 4.8102  0.00
87 C -24.6541 11.0865 4.6061  -0.01
88 C -26.9659 11.0706 3.7293  0.00
89 C -28.3424 11.2137 3.8266  0.00
90 H -28.5343 12.2394 7.0821  0.00
91 H -26.0867 12.1400 6.8270  0.00
92 H -24.4227 10.5743 3.6782  0.00
93 H -24.3013 10.4928 5.4766  0.00
94 H -26.5857 10.6700 2.8456  0.00
95 H -29.0567 11.0282 2.9646  0.00